C6H10N2O4 | ωB97M-V/def2-TZVPD

The geometry in XYZ format:
```
22
Properties=species:S:1:pos:R:3:forces:R:3
C 0.453124 -2.528022 0.614941 -0.9 -2.8 0.6
N 0.071567 -1.182181 0.424473 -0.3 1.3 -0.6
C -1.162247 -1.000180 -0.028274 -3.9 1.3 0.9
C -1.840179 0.147608 -0.351612 0.0 -0.5 0.0
C -1.304445 1.478934 -0.476802 -1.6 0.2 -0.5
O -0.237876 1.794044 -0.901810 0.9 1.2 -1.4
O -2.162216 2.508961 -0.263059 -1.8 0.1 1.6
C 0.947587 -0.057755 0.322913 4.3 0.4 1.4
N 0.512516 1.024811 1.226603 0.7 1.0 0.5
C 1.364452 0.394796 -1.154776 0.8 0.8 1.1
O 1.141738 -0.175417 -2.167707 -0.6 -1.1 -0.6
O 2.311213 1.396817 -1.092462 -0.1 0.1 0.3
H 1.227985 -2.767293 -0.139751 -0.2 -0.4 0.7
H 0.704509 -2.879471 1.702308 0.0 1.1 -1.9
H -0.544707 -3.090913 0.368196 2.4 0.4 0.4
H -1.931443 -1.777747 0.210572 1.3 0.1 -0.6
H -2.917119 0.102785 -0.539857 0.4 -0.4 0.2
H -2.911867 2.307080 0.381948 1.5 0.0 -1.4
H 2.006005 -0.365161 0.740975 -1.8 -0.1 -0.9
H 0.877363 0.919787 2.181600 -0.1 -0.5 -0.6
H 0.866464 1.957302 0.913116 -0.5 -1.3 0.0
H 2.527577 1.791216 -1.971535 -0.6 -0.9 0.7
```
Forces are in eV/Å.

Values from the calculation:
Orbital gap, eV: 9.09
Highest occupied orbital energy, eV: -8.45
SMILES: CN(/C=C\C(=O)O)[C@H](N)C(=O)O
DFT total energy, Eh: -645.04798
Strongest force on any atom, eV/Å: 4.6
Relative energy (zero: lowest compared OMol25 entry of this formula, charge and spin), eV: 2.080

C4H5NO2 | ωB97M-V/def2-TZVPD

The geometry in XYZ format:
```
12
Properties=species:S:1:pos:R:3:forces:R:3
O -0.793688 -0.698077 -2.589068 0.4 0.1 0.0
C -0.080717 -0.226654 -1.742141 0.0 -0.3 -0.7
C -0.215018 -0.592104 -0.318619 -0.7 1.2 -0.1
C 0.856396 -0.513692 0.702343 -0.3 0.3 0.0
N 0.113894 0.217497 1.746757 0.9 1.0 1.0
C -0.622180 1.103884 1.203581 0.3 -0.5 0.8
O -0.923312 1.076067 -0.077309 0.6 -2.5 0.1
H 0.651346 0.581352 -1.918346 0.0 -0.2 -0.3
H -0.950103 -1.381260 -0.095980 -0.2 0.8 -0.2
H 1.722235 0.074624 0.352662 -0.3 -0.1 0.2
H 1.231430 -1.456450 1.128737 -0.4 0.2 -0.5
H -0.995705 1.912219 1.832102 -0.3 0.0 -0.4
```
Forces are in eV/Å.

Values from the calculation:
Orbital gap, eV: 9.44
Highest occupied orbital energy, eV: -9.71
DFT total energy, Eh: -360.56747
Strongest force on any atom, eV/Å: 2.6
Relative energy (zero: lowest compared OMol25 entry of this formula, charge and spin), eV: 2.774